36
Properties=species:S:1:pos:R:3:forces:R:3 method="wB97M-V/def2-TZVPD" total_charge=-1 mol_weight_g_mol=211.235 homo_lumo_gap_ev=8.9 homo_ev=-5.75 multiplicity=1 relative_energy_ev=0.5771
O 1.33088 1.18844 3.51627 0.0 -0.2 -0.5
O 0.89863 0.15645 -4.18606 0.5 0.3 0.2
O -1.17521 -2.83429 1.79103 0.4 0.2 -0.2
O -2.77442 1.52822 -0.05329 -0.2 -0.2 -0.1
O -0.72316 3.46001 -0.57373 0.2 0.1 0.1
O -3.05362 -0.26510 2.16761 1.0 -0.4 0.1
O -0.43389 -0.63395 2.72667 0.1 0.2 -0.4
N 2.83848 -2.05148 -0.45077 -0.5 0.3 0.1
N -0.45048 -0.61013 -0.85093 -0.1 0.0 0.3
C 1.81954 -1.06804 -0.03098 0.0 -0.1 0.8
C 0.93474 -0.67234 -1.21639 0.3 -0.2 0.4
C 1.42059 0.62942 -1.81478 -0.6 1.8 -1.0
C 0.64635 1.04974 -3.06426 0.0 -1.2 -0.8
H 1.04810 -1.48221 -1.94418 0.3 -0.1 -0.3
H -2.89945 -1.18246 2.45076 -0.8 -0.1 -0.2
H 0.88527 2.05576 -3.37728 0.3 0.3 0.0
H -0.15484 3.06317 0.09685 0.0 0.1 0.0
H -1.06382 0.06969 -1.24681 0.1 0.1 -0.2
H 0.48360 1.41382 3.91438 0.1 0.2 0.1
H -0.42208 0.98262 -2.98398 -0.6 0.3 0.7
H -0.70967 -1.96213 2.14406 -0.5 -0.2 0.2
H -0.48128 -3.36304 1.38655 -0.1 -0.1 0.0
H -0.60152 -0.71618 3.66957 0.1 -0.1 0.1
H 3.32470 -1.63859 -1.23635 0.4 -0.1 0.0
H 1.22793 -1.46424 0.79715 -0.2 -0.4 -0.3
H -2.26333 0.70540 -0.05789 0.1 0.3 0.2
H 2.25491 -0.18808 0.46365 0.1 0.2 -0.4
H -1.59294 3.10531 -0.34017 -0.1 -0.2 -0.1
H 1.31367 1.47994 -1.13214 -0.3 -0.4 0.4
H -3.46023 1.29188 0.58502 0.0 0.1 0.1
H -2.06823 -0.08865 2.19882 -0.2 0.4 0.1
H -0.77844 -1.16483 -0.07607 0.0 0.1 0.0
H 2.46594 0.73744 -2.12747 0.2 -0.9 0.2
H 0.99524 0.46389 2.91430 0.0 0.3 0.6
H 3.49298 -2.17466 0.31224 0.2 0.0 -0.2
H 1.32729 -0.62764 -3.82848 -0.1 0.0 -0.1

34
Properties=species:S:1:pos:R:3:forces:R:3 method="wB97M-V/def2-TZVPD" mol_weight_g_mol=181.229 homo_lumo_gap_ev=9.3 homo_ev=-9.06 multiplicity=1 smiles=CCN(C)C.O.O.O.O.O.O relative_energy_ev=5.2383
O -0.25982 3.21091 0.73162 2.7 0.7 -0.7
O -2.75555 -0.47095 0.70055 2.7 0.6 -1.7
O -0.35859 1.68010 -2.70998 0.4 1.8 -0.2
O -2.31121 3.03967 -0.90390 -1.6 0.9 1.1
O 0.60405 -0.61405 -1.69183 1.2 6.9 -0.8
O -2.43085 -0.46167 -3.33192 3.8 1.1 0.7
N 1.24965 -1.56097 0.63502 2.1 2.3 4.3
C 0.34284 -0.60089 1.47695 1.0 2.6 -3.6
C 2.68601 -1.60881 1.06206 -1.2 1.8 0.0
C 0.79300 -2.87858 0.74906 -3.7 -1.8 -2.6
C 1.03901 0.79397 1.87593 0.1 -0.9 0.2
H 3.24503 -2.23111 0.39827 0.3 -0.5 -0.3
H 0.09911 0.89970 -2.40612 0.7 -1.0 0.3
H 1.41710 1.54703 1.03863 -0.7 -2.1 1.9
H -1.59325 2.46016 -1.07161 0.9 -0.8 -0.8
H 0.38300 -1.43774 -1.87831 -1.5 -5.8 -0.7
H -2.93626 -0.54270 -0.25780 -0.9 -0.2 1.3
H 0.36874 1.32003 2.64819 0.9 -0.6 -1.5
H 0.36771 -2.93459 -0.25370 -0.2 -1.6 -0.6
H 0.71758 -0.42909 -0.76354 0.3 -1.2 0.5
H -0.52564 -0.31729 0.76533 0.9 -1.2 1.8
H 0.34298 2.35245 -2.88167 -0.9 -0.8 0.0
H 2.99595 -0.60915 0.99732 1.0 1.5 -1.0
H -0.13300 -3.08645 1.27297 -0.1 0.6 1.1
H 0.13718 -0.99292 2.43288 -1.0 -1.0 0.8
H -1.46087 -0.05088 -3.18701 -3.1 -1.6 -0.8
H -3.38644 -0.60648 1.36793 -1.9 -0.4 0.2
H 2.95605 -1.71563 2.10470 -0.6 -1.3 0.7
H -0.35901 2.39248 0.25798 -0.8 -0.9 0.1
H 0.65547 3.38479 0.34667 -1.6 0.6 1.1
H 1.83426 0.28935 2.46369 0.4 1.5 -0.2
H 1.39107 -3.75498 0.91202 1.2 0.3 0.2
H -2.21949 3.25944 0.04846 -0.1 0.0 -1.1
H -2.89579 0.27487 -2.94884 -0.8 0.5 0.1

35
Properties=species:S:1:pos:R:3:forces:R:3 method="wB97M-V/def2-TZVPD" mol_weight_g_mol=197.228 homo_lumo_gap_ev=8.9 homo_ev=-8.77 multiplicity=1 smiles=C[C@H](O)[C@@H](C)N.O.O.O.O.O.O relative_energy_ev=3.5419
O 1.76016 -2.15647 1.06568 -1.2 -0.6 2.1
O 1.76865 -0.29468 -1.39185 0.6 -0.5 -0.6
O -0.89099 -0.64514 2.31810 0.7 2.4 -1.5
O -2.34232 1.16257 0.70240 -1.4 -1.0 -2.4
O 3.02824 1.78432 2.25677 1.9 -2.3 -2.7
O -2.39739 -2.71899 0.68062 -0.3 4.5 -3.5
O 0.23251 1.16173 4.00001 0.2 -0.6 0.2
N -1.57381 -0.78822 -1.49241 0.3 -2.0 4.3
C -0.11690 -0.25037 -3.44797 1.6 2.3 0.5
C -0.69379 0.12851 -2.08827 1.9 2.0 -0.3
C 0.65941 0.52799 -1.20397 -0.6 -0.1 -1.6
C 1.23990 1.89258 -1.70863 0.6 -4.0 -2.2
H -1.96191 -1.57475 -1.99553 0.6 0.0 0.0
H 2.52422 2.51029 2.53364 -1.2 1.7 0.0
H -1.74534 -0.31996 2.59040 -1.0 -0.5 0.6
H 0.31689 2.34160 -1.96555 -0.1 2.0 -0.6
H -0.08823 0.30179 3.67859 -0.3 0.3 -0.1
H -0.69395 0.24281 1.82467 0.1 -2.2 0.6
H 2.19651 -2.92563 1.53259 -0.8 1.4 -0.8
H -1.99848 -1.93978 1.10855 -0.1 -0.1 -0.4
H -0.42645 0.58110 -4.10465 0.2 -1.0 -0.5
H 3.18068 1.75963 1.24455 -0.7 0.5 2.8
H 1.02879 -0.25473 -3.39042 -1.7 0.0 -0.2
H -1.38330 1.01569 -2.11563 1.5 0.3 -0.6
H -1.17009 -1.08490 -0.53074 -1.2 0.1 -2.4
H -3.16293 1.19723 1.19745 -0.2 0.3 0.5
H 0.30827 0.43247 -0.19942 0.0 0.6 1.2
H -0.37608 -1.23438 -3.69160 -0.8 -1.2 -1.0
H 1.92474 2.26578 -1.01060 0.4 1.2 1.2
H -2.30936 -3.32790 1.30639 0.4 -4.4 4.0
H 1.81737 -1.08173 -0.86659 -0.4 -0.7 0.8
H 0.97007 -1.89637 1.66397 1.9 -0.7 -1.4
H -2.72822 0.76757 -0.17803 1.6 0.6 1.9
H 2.01196 1.55818 -2.63645 -2.6 1.2 2.1
H 1.09116 0.86218 4.31392 0.4 0.5 0.2

38
Properties=species:S:1:pos:R:3:forces:R:3 method="wB97M-V/def2-TZVPD" mol_weight_g_mol=261.293 homo_lumo_gap_ev=8.8 homo_ev=-8.77 multiplicity=1 smiles="O=C(CCS)NCO.O.O.O.O.O.O.O" relative_energy_ev=2.6352
S 2.56066 0.54378 -3.16433 -0.5 0.2 -1.1
O -1.58794 -0.24957 -1.47479 0.9 -5.3 -1.3
O -2.80705 1.43223 1.36202 -1.4 2.8 0.5
O -2.37988 -2.53232 1.02556 -1.2 -0.5 -1.3
O 0.40829 -2.24055 -1.87327 2.0 -1.0 1.4
O -1.77703 -3.11197 -2.64241 -1.0 -1.0 0.8
O 1.45542 0.23707 2.79944 1.9 -0.6 0.1
O -2.17523 3.98135 1.64151 0.3 0.8 -1.9
O -1.04616 -0.05255 2.89829 -1.9 -1.5 -1.6
O 0.79417 2.52833 -0.57293 0.3 0.9 -0.6
N 1.00963 0.59105 0.52910 2.6 -0.6 -0.2
C 2.94252 1.33118 -0.64475 2.8 0.1 0.7
C 3.13200 0.07574 -1.52360 0.1 0.4 -1.2
C 1.68127 -0.31057 1.52756 -1.3 0.7 -1.4
C 1.53280 1.63304 -0.24373 -1.2 -2.3 1.2
H -1.89339 -3.17084 -1.67652 0.4 -0.5 -0.4
H -1.45901 4.20360 1.00345 -0.7 -0.1 0.3
H 2.72545 -0.51275 1.18953 -0.6 0.6 1.0
H 0.66731 -0.11956 3.25757 0.2 0.2 -1.0
H -1.90054 0.57448 -1.36655 -1.1 4.6 0.9
H 1.67374 -0.43225 -3.36288 0.0 -0.1 0.0
H 4.17757 -0.28074 -1.75452 -1.0 0.6 1.3
H 1.15404 -1.24133 1.31844 0.0 -0.4 0.7
H -0.71618 -0.41298 -1.11885 0.3 0.5 0.4
H 0.37139 -3.23573 -1.92677 -0.3 2.1 -0.6
H -2.20123 -2.27031 -2.72372 -0.5 1.2 -0.8
H -1.62124 -3.02612 0.68496 -0.1 0.1 0.1
H -3.11622 -2.71844 0.36346 1.4 0.5 1.4
H -1.37496 -0.86395 2.42047 0.7 0.3 1.1
H -0.15897 -1.81238 -2.50436 -0.5 -0.7 -0.5
H -2.65906 2.46119 1.23631 0.4 -2.2 0.1
H -3.62330 1.57163 1.91400 0.9 -1.0 -0.6
H 2.47596 -0.72877 -1.22940 0.2 -0.4 0.4
H -1.68281 3.80572 2.42006 0.6 -0.3 1.5
H 0.05321 0.56222 0.71826 -1.7 0.8 0.2
H 3.54241 1.05084 0.27661 -0.7 0.9 -0.7
H -1.61742 0.52179 2.33384 0.3 0.9 0.6
H 3.43976 2.21841 -1.11701 -0.6 -0.7 0.4

36
Properties=species:S:1:pos:R:3:forces:R:3 method="wB97M-V/def2-TZVPD" total_charge=-1 mol_weight_g_mol=215.219 homo_lumo_gap_ev=9.1 homo_ev=-6.15 multiplicity=1 relative_energy_ev=0.0000
O -1.43696 -2.63512 1.16054 0.9 0.6 -0.1
O -1.00763 -0.82302 4.36074 0.3 0.5 -0.8
O -0.59189 -0.31375 -2.22240 0.4 0.2 -0.1
O 1.56025 0.34440 -3.62051 -0.5 -0.2 0.0
O -2.24120 1.80367 0.70629 0.5 -0.4 0.7
O -3.43491 1.81933 -1.62698 -0.2 0.3 -0.9
O 2.56441 0.94353 -1.25219 0.9 0.2 -1.1
O 4.06503 1.00366 1.28874 1.0 0.1 0.1
O -1.52125 -0.29802 1.94433 -0.1 1.2 -0.5
C 1.37559 -0.37939 0.37097 0.4 -0.3 0.9
C 1.51427 0.99889 -0.34120 -0.3 -0.6 1.1
C 0.96001 -1.47285 -0.59770 1.4 -0.7 -1.5
C -0.42918 -1.28884 -1.16097 -1.7 -1.3 -1.6
H -2.62176 2.17679 1.50742 -0.1 0.3 -0.1
H -1.20937 -0.58654 3.35927 0.0 -0.4 1.1
H 1.81580 1.76817 0.39180 -0.6 -0.2 -0.2
H 0.82872 -0.11725 -3.12073 0.3 0.2 -0.3
H -2.26292 -2.48769 0.69997 -0.3 -0.2 0.0
H -1.19899 -1.12437 -0.43826 0.2 0.8 0.8
H -3.23814 1.15116 -0.96400 0.1 0.3 0.4
H -1.01199 0.48986 -1.90360 -0.1 0.0 0.2
H -3.10898 2.64038 -1.22904 0.0 -0.6 0.1
H -1.15014 -1.63482 1.35055 -1.2 -1.7 0.4
H 1.10480 1.15709 -3.86308 0.1 0.1 -0.3
H 2.35512 -0.61012 0.85375 -0.6 -0.1 -0.7
H 0.67481 -0.38922 1.20854 -0.2 0.5 -0.1
H -0.91782 -2.17889 -1.64030 1.3 0.1 0.4
H 1.12684 -2.54159 -0.35789 -0.7 0.6 1.2
H -1.77080 0.98132 1.13761 0.0 0.4 -0.3
H 0.55845 1.27503 -0.80074 0.2 0.2 0.1
H 3.17151 0.96909 1.62437 -0.2 0.0 -0.1
H 2.27957 0.79702 -2.19563 0.1 -0.1 0.9
H 4.02458 0.83616 0.33546 -0.4 0.1 0.1
H 1.76216 -1.50900 -1.37862 -0.8 0.7 -0.3
H -0.10373 -0.48538 4.40673 -0.1 -0.2 0.3
H -2.48426 -0.27969 2.00675 0.1 -0.5 0.2

36
Properties=species:S:1:pos:R:3:forces:R:3 method="wB97M-V/def2-TZVPD" total_charge=+1 mol_weight_g_mol=196.244 homo_lumo_gap_ev="10.9 / 5.3" homo_ev="-13.75 / -13.75" multiplicity=2 relative_energy_ev=1.2629
O -3.19649 0.09805 1.25913 -0.2 -1.0 -0.3
O 3.21566 -0.99878 3.08273 -0.3 -0.1 0.1
O -1.77239 1.31722 -0.90282 -0.7 0.8 0.0
O 0.33348 2.89716 -1.56237 0.7 -0.8 0.2
O -3.00898 -1.82126 -1.18865 -0.7 -0.4 1.0
O 3.14210 2.85958 -1.04962 0.6 -0.2 0.3
N -0.31948 -1.16927 -2.14319 0.1 0.3 1.2
N 0.01431 -0.31454 0.72151 3.7 -1.9 1.7
C 1.14782 -0.40105 -0.23587 -1.2 1.1 -2.4
C -0.31878 -1.63332 1.26822 -1.7 0.3 -0.3
C 0.93577 -1.32861 -1.42006 0.6 -0.9 -0.2
C 0.29657 0.64154 1.79214 -2.8 2.2 -1.2
H 2.62171 -0.95423 3.84151 0.2 -0.1 0.1
H -3.04939 -0.67508 0.67582 0.1 0.3 -0.2
H -0.33682 -1.80248 -2.93038 -0.1 0.2 -0.2
H 2.25315 2.52182 -0.93911 -0.4 0.4 -0.4
H -1.28963 0.66636 -0.41914 0.3 -1.0 0.3
H 1.31092 0.57660 -0.70600 -0.2 0.3 0.6
H -0.67603 0.90343 2.22145 0.0 -0.9 0.9
H 1.77899 -1.14883 -2.09122 0.3 0.1 0.2
H 2.67427 -0.74187 2.33440 0.2 0.0 -0.1
H -2.43148 1.58670 -0.23801 -0.1 0.0 -0.3
H -4.09744 -0.12775 1.53667 0.1 0.5 0.3
H -3.17150 -0.94970 -1.55573 0.4 0.1 -0.4
H 0.43648 1.62376 1.35303 1.2 0.0 -0.4
H 2.08959 -0.61384 0.26801 -0.1 -0.2 0.5
H 1.04709 -2.36819 -1.11719 -0.2 -0.1 0.1
H -1.14750 -1.55298 1.96895 0.1 0.2 0.2
H -2.08849 -2.06611 -1.32236 0.1 0.6 -0.5
H -0.42025 2.39905 -1.20168 -0.4 0.8 -0.4
H 3.30749 2.88774 -1.99668 -0.1 0.0 0.0
H 0.57493 -1.96591 1.78475 0.3 -0.2 0.1
H 1.06271 0.36379 2.49753 0.1 -0.4 0.1
H 0.15095 3.83166 -1.66547 -0.3 0.0 0.1
H -0.64012 -2.33736 0.51319 0.3 0.0 -0.3
H -0.42924 -0.20329 -2.43345 -0.1 -0.1 -0.4

Repeat the second record exactly.
34
Properties=species:S:1:pos:R:3:forces:R:3 method="wB97M-V/def2-TZVPD" mol_weight_g_mol=181.229 homo_lumo_gap_ev=9.3 homo_ev=-9.06 multiplicity=1 smiles=CCN(C)C.O.O.O.O.O.O relative_energy_ev=5.2383
O -0.25982 3.21091 0.73162 2.7 0.7 -0.7
O -2.75555 -0.47095 0.70055 2.7 0.6 -1.7
O -0.35859 1.68010 -2.70998 0.4 1.8 -0.2
O -2.31121 3.03967 -0.90390 -1.6 0.9 1.1
O 0.60405 -0.61405 -1.69183 1.2 6.9 -0.8
O -2.43085 -0.46167 -3.33192 3.8 1.1 0.7
N 1.24965 -1.56097 0.63502 2.1 2.3 4.3
C 0.34284 -0.60089 1.47695 1.0 2.6 -3.6
C 2.68601 -1.60881 1.06206 -1.2 1.8 0.0
C 0.79300 -2.87858 0.74906 -3.7 -1.8 -2.6
C 1.03901 0.79397 1.87593 0.1 -0.9 0.2
H 3.24503 -2.23111 0.39827 0.3 -0.5 -0.3
H 0.09911 0.89970 -2.40612 0.7 -1.0 0.3
H 1.41710 1.54703 1.03863 -0.7 -2.1 1.9
H -1.59325 2.46016 -1.07161 0.9 -0.8 -0.8
H 0.38300 -1.43774 -1.87831 -1.5 -5.8 -0.7
H -2.93626 -0.54270 -0.25780 -0.9 -0.2 1.3
H 0.36874 1.32003 2.64819 0.9 -0.6 -1.5
H 0.36771 -2.93459 -0.25370 -0.2 -1.6 -0.6
H 0.71758 -0.42909 -0.76354 0.3 -1.2 0.5
H -0.52564 -0.31729 0.76533 0.9 -1.2 1.8
H 0.34298 2.35245 -2.88167 -0.9 -0.8 0.0
H 2.99595 -0.60915 0.99732 1.0 1.5 -1.0
H -0.13300 -3.08645 1.27297 -0.1 0.6 1.1
H 0.13718 -0.99292 2.43288 -1.0 -1.0 0.8
H -1.46087 -0.05088 -3.18701 -3.1 -1.6 -0.8
H -3.38644 -0.60648 1.36793 -1.9 -0.4 0.2
H 2.95605 -1.71563 2.10470 -0.6 -1.3 0.7
H -0.35901 2.39248 0.25798 -0.8 -0.9 0.1
H 0.65547 3.38479 0.34667 -1.6 0.6 1.1
H 1.83426 0.28935 2.46369 0.4 1.5 -0.2
H 1.39107 -3.75498 0.91202 1.2 0.3 0.2
H -2.21949 3.25944 0.04846 -0.1 0.0 -1.1
H -2.89579 0.27487 -2.94884 -0.8 0.5 0.1